Record 1
# C9H16NPS

An isolated molecule of C9H16NPS at a distorted geometry (the ωB97M-V functional and the def2-TZVPD basis, the OMol25 dataset).

Kohn-Sham gap (spin up / spin down) (eV): 6.448 / 6.082
<S²>: 2.008

ORCA input file:
```
! wB97M-V def2-TZVPD RIJCOSX def2/J DEFGRID3
* xyz 0 3
C -1.72708 1.55321 1.04893
C -1.06820 0.27768 1.66077
C -1.58341 1.62855 -0.42400
C 0.39320 0.02656 1.23092
C -0.09295 1.45420 -0.76869
C 0.42780 0.11487 -0.25180
C 1.92422 -0.03065 -0.80104
C 2.54238 -1.54048 -0.60787
C 1.56353 -2.71777 -0.77963
N 3.19737 -1.68823 0.71946
P 3.56146 -0.42301 1.45897
S 3.01262 1.11119 0.12261
H -2.78952 1.51825 1.21388
H -1.33459 2.43032 1.56290
H -1.15949 0.58744 2.77672
H -1.64339 -0.50637 1.35765
H -2.02323 0.72575 -0.85559
H -1.98034 2.51098 -0.94448
H 1.20102 0.75003 1.69340
H 0.58175 -0.97349 1.50944
H 0.21263 1.86297 -1.81098
H 0.43883 2.35355 -0.24890
H -0.07235 -0.78423 -0.58207
H 2.03301 0.15487 -1.90177
H 3.33006 -1.58838 -1.35090
H 1.72567 -2.83910 -1.87863
H 0.53929 -2.34219 -0.42505
H 1.80803 -3.57545 -0.18204
*
```

Mulliken population analysis, charges in e, atoms 1 to 4: atom 1 (C): -0.700, atom 2 (C): -0.884, atom 3 (C): -0.771, atom 4 (C): -0.504

=====

Record 2
# C6H11N2

The ion C6H11N2 with charge +1 at a distorted geometry (the ωB97M-V functional and the def2-TZVPD basis, the OMol25 dataset).

Kohn-Sham gap (eV): 5.933
Energy above the lowest of the compared OMol25 structures with the same formula, charge and spin (kJ/mol): 835.2

ORCA input file:
```
! wB97M-V def2-TZVPD RIJCOSX def2/J DEFGRID3
* xyz 1 1
C 1.74681 -0.56294 0.89965
C 1.44443 0.82322 0.29950
C 0.73998 0.74239 -1.15213
C -0.61225 0.03326 -1.07632
C -0.64417 -1.35415 -1.21850
N -1.25342 -0.32795 1.49916
C -2.12927 0.18105 0.68323
N -1.79389 0.70322 -0.62825
H 1.58213 -0.53590 1.98363
H 1.02003 -1.30537 0.61104
H 2.80659 -0.84447 0.75974
H 2.36818 1.27510 0.10754
H 0.77356 1.29287 1.03636
H 1.35372 0.00724 -1.56676
H 0.62808 1.80302 -1.62763
H -1.50519 -2.04242 -1.23794
H -0.70341 -0.86886 0.85495
H -3.13544 0.46980 0.93244
H -2.68649 0.51089 -1.15969
*
```

Mulliken population analysis, charges in e, atoms 1 to 4: atom 1 (C): -1.256, atom 2 (C): -0.438, atom 3 (C): -0.454, atom 4 (C): -0.135

=====

Record 3
# C5H6O

An isolated molecule of C5H6O (the ωB97M-V functional and the def2-TZVPD basis, the OMol25 dataset).

Kohn-Sham gap (spin up / spin down) (eV): 7.199 / 7.197
Energy above the lowest of the compared OMol25 structures with the same formula, charge and spin (kJ/mol): 478.6

ORCA input file:
```
! wB97M-V def2-TZVPD RIJCOSX def2/J DEFGRID3
* xyz 0 1
C -0.39638 -1.20140 0.58437
C 0.55907 -0.03808 0.80341
O 1.88089 -0.54117 0.67792
C 0.49462 1.15767 -0.09711
C -0.49297 1.31720 -1.02547
C -1.21167 1.48577 -2.00611
H -0.32246 -1.56512 -0.44476
H -1.42898 -0.89311 0.78328
H -0.13391 -2.01932 1.26246
H 0.38495 0.36341 1.82403
H 2.44849 0.23211 0.52932
H -1.78166 1.70203 -2.89132
*
```

Mulliken population analysis, charges in e, atoms 1 to 4: atom 1 (C): -1.287, atom 2 (C): 0.786, atom 3 (O): -0.506, atom 4 (C): -0.983

=====

Record 4
# C5H15N3

An isolated molecule of C5H15N3 (the ωB97M-V functional and the def2-TZVPD basis, the OMol25 dataset).

Kohn-Sham gap (eV): 9.966
Energy above the lowest of the compared OMol25 structures with the same formula, charge and spin (kJ/mol): 9.7

ORCA input file:
```
! wB97M-V def2-TZVPD RIJCOSX def2/J DEFGRID3
* xyz 0 1
C -0.83645 0.05246 2.55704
C 0.24655 0.14551 1.48671
C -0.26312 0.08822 0.02924
N -1.16387 1.19440 -0.30922
N -0.92739 -1.17926 -0.20586
C 0.96449 0.17455 -0.91469
C 0.54920 0.18849 -2.39232
N 1.87351 -0.91128 -0.58438
H -1.32984 -0.91650 2.53678
H -0.38633 0.17614 3.53930
H -1.58900 0.83138 2.43693
H 0.78917 1.08592 1.60879
H 0.95890 -0.66771 1.61258
H -1.96138 1.19743 0.31890
H -0.68690 2.08308 -0.20731
H -1.33905 -1.16687 -1.13228
H -1.68392 -1.30412 0.45687
H 1.48753 1.11536 -0.69566
H 0.20012 -0.79634 -2.69679
H -0.24548 0.91150 -2.55062
H 1.40227 0.45651 -3.01324
H 1.34430 -1.77855 -0.58793
H 2.59672 -0.98031 -1.29284
*
```

Mulliken population analysis, charges in e, atoms 1 to 4: atom 1 (C): -1.241, atom 2 (C): -0.671, atom 3 (C): 0.478, atom 4 (N): -0.563

=====

| no. | molecular weight (g/mol) | electronic energy (Eh) |
| --- | --- | --- |
| 1 | 201.3 | -1146.64783 |
| 2 | 111.2 | -344.19705 |
| 3 | 82.1 | -269.16396 |
| 4 | 117.2 | -363.78341 |